{
  "formula": "C17H13BrIN2O3Pd",
  "method": "ωB97M-V with the def2-TZVPD basis set",
  "e_lumo_ha": 0.090,
  "de_lowest_kcal_mol": 23.6,
  "homo_lumo_gap_ev": 6.66,
  "largest_force_ev_per_a": 0.88,
  "charge": -1,
  "elements": ["Pd", "O", "C", "C", "C", "C", "C", "C", "C", "N", "C", "C", "N", "H", "H", "H", "H", "H", "H", "H", "I", "C", "H", "H", "Br", "C", "C", "C", "C", "C", "C", "C", "O", "O", "H", "H", "H", "H"],
  "xyz": [[0.755, 0.399, 0.715], [1.729, 1.683, -0.566], [1.521, 2.963, -0.543], [2.598, 3.870, -0.618], [2.397, 5.233, -0.616], [1.109, 5.765, -0.539], [0.037, 4.899, -0.471], [0.210, 3.515, -0.497], [-0.950, 2.624, -0.446], [-0.977, 1.304, -0.307], [-2.300, 0.930, -0.241], [-3.093, 2.021, -0.378], [-2.227, 3.080, -0.523], [3.594, 3.448, -0.653], [3.252, 5.899, -0.654], [0.951, 6.834, -0.497], [-0.952, 5.329, -0.358], [-2.587, -0.100, -0.118], [-4.161, 2.146, -0.369], [-2.488, 4.050, -0.533], [2.077, -1.875, 1.257], [0.076, -1.134, 1.674], [-0.073, -1.130, 2.750], [-0.632, -1.785, 1.161], [-2.604, 5.229, 2.214], [-2.829, 3.398, 2.705], [-4.154, 2.995, 2.847], [-4.451, 1.683, 3.171], [-3.417, 0.774, 3.346], [-2.108, 1.195, 3.190], [-1.770, 2.511, 2.871], [-0.260, 2.851, 2.764], [0.045, 4.039, 2.849], [0.501, 1.849, 2.632], [-4.945, 3.719, 2.700], [-5.484, 1.377, 3.284], [-3.633, -0.257, 3.600], [-1.275, 0.521, 3.317]]
}

=====

{
  "formula": "C6H14O2S2",
  "method": "ωB97M-V with the def2-TZVPD basis set",
  "e_lumo_ha": 0.019,
  "de_lowest_kcal_mol": 73.2,
  "homo_lumo_gap_ev": 9.46,
  "largest_force_ev_per_a": 4.24,
  "elements": ["C", "C", "C", "C", "C", "C", "O", "O", "S", "S", "H", "H", "H", "H", "H", "H", "H", "H", "H", "H", "H", "H", "H", "H"],
  "xyz": [[-1.240, -1.283, 1.580], [-2.821, -1.059, -0.263], [-0.404, -1.783, -0.718], [3.357, 2.136, -0.453], [0.983, 1.012, 0.171], [-1.305, -0.998, 0.175], [1.451, 2.315, -2.278], [-1.336, 1.747, 0.849], [2.036, 1.293, -1.446], [-0.849, 0.894, -0.256], [-0.757, -2.318, 1.847], [-0.657, -0.566, 2.115], [-2.156, -1.210, 2.117], [-2.857, -1.097, -1.360], [-3.396, -0.179, 0.197], [-3.311, -1.904, 0.070], [0.048, -1.456, -1.690], [0.603, -2.080, -0.323], [-0.836, -2.730, -1.076], [4.294, 2.459, -0.980], [3.621, 1.698, 0.526], [3.147, 3.138, -0.119], [1.528, 0.123, 0.545], [0.858, 1.849, 0.772]]
}